No. 1
21
Properties=species:S:1:pos:R:3 method="wB97M-V/def2-TZVPD" multiplicity=2 gap_ha="0.0899 / 0.3732" charge=-1 homo_energy_ha="0.036 / -0.244" mol_weight_da=127.14 s_squared=0.75
C 0.793 -0.438 -1.062
O 0.355 0.751 -0.424
C 2.296 -0.591 -0.885
C 2.598 -1.626 0.158
O 1.532 -1.667 1.136
N 3.039 -1.062 -2.118
H 0.202 -1.333 -0.966
H 0.553 -0.235 -2.178
H 0.985 1.429 -0.695
H 2.786 0.362 -0.618
H 3.464 -1.434 0.791
H 2.704 -2.701 -0.044
H 1.482 -0.785 1.562
H 2.867 -2.034 -2.338
H 2.650 -0.512 -2.880
H -3.487 2.555 0.519
H -4.699 3.329 -0.236
O -4.239 3.150 0.585
H -5.367 1.302 3.926
H -5.375 0.962 2.441
O -5.139 0.578 3.327

***

No. 2
21
Properties=species:S:1:pos:R:3 method="wB97M-V/def2-TZVPD" gap_ha=0.3573 homo_energy_ha=-0.344 mol_weight_da=127.14
C 2.997 -1.466 1.128
C 1.540 -0.920 1.347
N 1.364 0.487 0.911
C 0.408 -1.799 0.810
O -0.612 -1.194 0.534
H 3.474 -1.469 2.196
H 3.722 -0.843 0.606
H 3.165 -2.470 0.796
H 1.368 -0.827 2.529
H 0.644 0.947 1.388
H 1.200 0.550 -0.032
H 0.622 -2.794 0.565
O -2.395 0.890 0.389
H -1.793 0.165 0.310
H -3.140 0.524 0.748
O 0.031 0.427 -2.077
H -0.551 -0.256 -1.766
H -0.587 1.080 -2.272
O -2.236 2.606 -2.222
H -2.965 2.823 -2.741
H -2.676 2.443 -1.397

***

Relative energy (zero: lowest compared OMol25 entry of this formula, charge and spin) list, top to bottom, in kcal per mole: 50.95; 55.94